Entry 1:
Formula: C27H22BrFIrN4O7
Source: OMol25
Level of theory: ωB97M-V/def2-TZVPD

Geometry as ORCA input:
```
! wB97M-V def2-TZVPD RIJCOSX def2/J DEFGRID3
* xyz 1 1
Ir -0.0618 0.1205 -0.0938
C 0.3344 6.9263 0.0060
O 1.6583 6.4166 0.0541
C 1.8571 5.1091 -0.0966
C 3.1871 4.6662 0.0809
C 3.4822 3.3374 0.0090
C 2.4902 2.3642 -0.2178
C 2.8182 0.9729 -0.2665
C 4.2561 0.5423 -0.2427
O 1.9719 0.0408 -0.3415
C 1.1416 2.8088 -0.4065
O 0.1313 2.0074 -0.6127
C 0.8705 4.1861 -0.3863
H 0.4220 7.9917 0.1961
H -0.2863 6.4727 0.7822
H -0.1213 6.7676 -0.9735
H 3.9468 5.4049 0.2904
H 4.5040 3.0235 0.1655
H 4.8164 1.0165 -1.0464
H 4.3098 -0.5377 -0.3541
H 4.7187 0.8231 0.7030
H -0.1570 4.4822 -0.5394
Br -6.1176 4.5474 0.1175
C -4.8901 3.1181 0.1540
C -5.3472 1.8125 0.0167
C -4.4487 0.7716 0.0017
C -3.0616 0.9950 0.1264
C -2.6424 2.3212 0.3210
C -3.5344 3.3691 0.3169
N -2.1103 -0.0218 0.0699
C -2.4875 -1.2857 0.0714
C -1.5050 -2.3022 0.0649
C -1.7977 -3.6708 0.1334
C -0.7678 -4.5818 0.1741
C 0.5457 -4.1191 0.1346
C 0.7728 -2.7597 0.0416
N -0.2170 -1.8739 0.0065
H -6.4054 1.6181 -0.0814
H -4.8412 -0.2253 -0.1225
H -1.5927 2.5076 0.4779
H -3.1956 4.3869 0.4487
H -3.5291 -1.5620 0.1060
H -2.8318 -3.9820 0.1672
H -0.9674 -5.6416 0.2393
H 1.3769 -4.8055 0.1688
H 1.7760 -2.3593 -0.0081
F -2.4614 1.2388 6.8190
C -1.5308 0.4103 6.3406
C -0.5761 0.8698 5.5197
N 0.4122 0.0582 5.0263
C 1.4063 0.5902 4.1313
C 0.8508 0.7880 2.6819
O 1.0835 1.8571 2.1363
O 0.2189 -0.2124 2.2171
C 0.4551 -1.3045 5.3268
O 1.3153 -2.0370 4.8940
N -0.5477 -1.7271 6.1656
C -1.5804 -0.9897 6.7560
O -2.3777 -1.4988 7.4998
H -0.5470 1.9127 5.2345
H 2.2232 -0.1269 4.0612
H 1.7631 1.5585 4.4752
H -0.5172 -2.7086 6.4096
*
```

Properties
ΔE to the lowest compared entry with this formula, charge and spin (kcal per mole): 45.38
Orbital gap (hartree): 0.2136
Max |F| (eV Å⁻¹): 3.506

natural (NBO) population analysis, charges in e, atoms 1 to 6:
1 Ir 1.34
2 C -0.26
3 O -0.46
4 C 0.40
5 C -0.27
6 C -0.10

=====

Entry 2:
Formula: C5H14N2O
Source: OMol25
Level of theory: ωB97M-V/def2-TZVPD

Geometry as ORCA input:
```
! wB97M-V def2-TZVPD RIJCOSX def2/J DEFGRID3
* xyz 0 1
C 0.6702 0.2263 0.1024
C -0.8159 1.0463 -2.1286
C 0.0619 -1.1683 0.2898
C 0.9171 0.9292 1.4327
C 1.9184 0.2301 -0.7579
N -1.3981 -0.7568 0.2230
N -2.2818 -1.0381 1.3075
O -1.1008 -0.0595 -2.5550
H -1.8329 -1.0672 -0.6431
H -0.7908 0.4068 -0.0676
H -1.9487 -0.5204 2.1145
H -2.2401 -2.0289 1.5384
H -1.5463 1.6707 -1.5855
H 0.1268 1.5495 -2.3875
H 0.2861 -1.8275 -0.5506
H 0.2506 -1.6506 1.2561
H 0.0205 0.9603 2.0598
H 1.7119 0.4411 2.0176
H 1.2207 1.9654 1.2692
H 2.7598 -0.2768 -0.2628
H 2.2523 1.2502 -0.9628
H 1.7590 -0.2818 -1.7095
*
```

Properties
ΔE to the lowest compared entry with this formula, charge and spin (kcal per mole): 132.54
Orbital gap (hartree): 0.3093
Max |F| (eV Å⁻¹): 2.178

natural (NBO) population analysis, charges in e, atoms 1 to 6:
1 C -0.33
2 C 0.28
3 C -0.27
4 C -0.62
5 C -0.63
6 N -0.49

=====

Entry 3:
Formula: C4H10N2O2
Source: OMol25
Level of theory: ωB97M-V/def2-TZVPD

Geometry as ORCA input:
```
! wB97M-V def2-TZVPD RIJCOSX def2/J DEFGRID3
* xyz 1 2
C 0.9221 2.6374 -1.5867
C 0.8296 1.1595 -1.9046
O 1.7601 0.3972 -1.7668
N -0.3801 0.7740 -2.4099
H -0.1269 3.0922 -1.7271
H 1.7353 2.8298 -2.2623
H -0.4994 -0.3303 -2.6040
H -1.2288 1.2307 -1.9899
H 1.2166 2.7398 -0.5691
C 0.2105 -1.4633 2.7426
C -0.6998 -1.1283 1.5873
O -1.1820 0.0151 1.2210
N -1.2585 -2.2787 0.9111
H 0.9891 -1.9711 2.3031
H -0.2786 -1.8702 3.6150
H -2.0175 -2.1992 0.2875
H -0.6911 -3.1249 1.0528
H 0.6994 -0.5095 3.1000
*
```

Properties
ΔE to the lowest compared entry with this formula, charge and spin (kcal per mole): 56.70
Orbital gap (alpha / beta) (hartree): 0.3255 / 0.1324
Max |F| (eV Å⁻¹): 5.856
⟨S²⟩: 0.7562

natural (NBO) population analysis, charges in e, atoms 1 to 6:
1 C -0.63
2 C 0.65
3 O -0.07
4 N -0.70
5 H 0.28
6 H 0.28

=====

Entry 4:
Formula: C16H22ClIrN2O4Se
Source: OMol25
Level of theory: ωB97M-V/def2-TZVPD

Geometry as ORCA input:
```
! wB97M-V def2-TZVPD RIJCOSX def2/J DEFGRID3
* xyz 3 6
Ir 0.4732 -0.9790 0.2652
Cl -5.3733 -5.7132 -0.1706
C -4.2001 -4.5288 -0.3446
C -4.2487 -3.6158 -1.4288
C -3.2860 -2.6715 -1.5748
C -2.1939 -2.5402 -0.6344
O -1.3270 -1.6471 -0.8280
C -2.1733 -3.4709 0.4817
C -1.1502 -3.4283 1.5022
O -0.2259 -2.6197 1.6027
C -3.1509 -4.4334 0.5956
H -5.0602 -3.6880 -2.1415
H -3.3079 -1.9799 -2.4067
H -1.2235 -4.2117 2.2691
H -3.1192 -5.1310 1.4257
C 2.4940 -1.7170 2.7772
O 2.0041 -0.6146 1.9818
C 1.5803 0.5240 2.7421
C 0.0957 0.4563 3.0383
O -0.6556 0.4007 1.8142
C -1.1382 1.6684 1.3487
H 3.3242 -1.3738 3.3935
H 2.8465 -2.4808 2.0897
H 1.7129 -2.1295 3.4163
H 1.8039 1.4034 2.1338
H 2.1413 0.5899 3.6750
H -0.2091 1.3195 3.6308
H -0.1414 -0.4556 3.5871
H -1.8051 2.0996 2.0958
H -1.7004 1.4824 0.4370
H -0.3197 2.3684 1.1596
C -0.6052 2.4275 -3.1935
N 0.7107 2.9271 -2.8083
C 1.2394 4.1094 -3.1942
C 2.4979 4.2031 -2.6435
N 2.7205 3.0734 -1.9374
C 3.9494 2.7523 -1.2174
C 1.6115 2.2929 -2.0172
Se 1.4820 0.5668 -1.3404
H -0.9829 3.0263 -4.0172
H -1.3031 2.5059 -2.3613
H -0.5337 1.3920 -3.5167
H 0.7232 4.8095 -3.8316
H 3.2217 4.9969 -2.7397
H 4.7347 3.4351 -1.5294
H 4.2616 1.7352 -1.4418
H 3.8058 2.8637 -0.1439
*
```

Properties
ΔE to the lowest compared entry with this formula, charge and spin (kcal per mole): 12.85
Orbital gap (alpha / beta) (hartree): 0.2997 / 0.2191
Max |F| (eV Å⁻¹): 1.007
⟨S²⟩: 8.8010

natural (NBO) population analysis, charges in e, atoms 1 to 6:
1 Ir 1.31
2 Cl 0.27
3 C 0.01
4 C -0.17
5 C -0.17
6 C 0.49